Below is 5 unconnected molecules or ions with the total composition C10H30O10 at a distorted geometry, with properties calculated with wB97M-V/def2-TZVPD.

Cartesian coordinates (Å):
C (0.637, 3.122, -5.759)
C (0.821, 2.832, -4.292)
O (1.802, 3.664, -3.638)
O (0.304, 4.446, -6.085)
H (-0.093, 2.417, -6.155)
H (1.564, 2.810, -6.241)
H (1.077, 1.794, -4.082)
H (-0.068, 2.922, -3.669)
H (1.356, 4.456, -3.329)
H (1.083, 4.968, -5.883)
C (2.019, -3.937, -1.778)
C (0.808, -3.729, -0.801)
O (0.877, -2.505, -0.117)
O (3.230, -3.854, -1.016)
H (2.116, -3.160, -2.536)
H (1.988, -4.963, -2.146)
H (0.603, -4.551, -0.115)
H (-0.070, -3.656, -1.441)
H (1.594, -2.624, 0.511)
H (3.766, -4.626, -1.211)
C (-0.688, 0.503, 0.299)
C (0.150, 0.645, -0.954)
O (0.093, -0.572, -1.748)
O (-0.174, -0.452, 1.208)
H (-1.696, 0.153, 0.074)
H (-0.822, 1.466, 0.791)
H (1.190, 0.896, -0.749)
H (-0.141, 1.508, -1.554)
H (0.598, -1.244, -1.284)
H (-0.129, -1.225, 0.641)
C (-3.051, -2.644, 2.806)
C (-2.359, -1.688, 3.757)
O (-2.247, -0.419, 3.146)
O (-2.421, -2.797, 1.564)
H (-4.024, -2.153, 2.764)
H (-3.202, -3.592, 3.322)
H (-1.366, -2.062, 4.005)
H (-2.910, -1.647, 4.697)
H (-1.680, -0.579, 2.388)
H (-2.088, -3.692, 1.463)
C (-0.240, 3.027, 3.689)
C (0.924, 2.463, 2.996)
O (0.897, 1.103, 3.380)
O (-1.495, 2.477, 3.298)
H (-0.405, 4.096, 3.554)
H (-0.085, 2.916, 4.762)
H (1.783, 2.924, 3.482)
H (0.966, 2.609, 1.917)
H (0.481, 0.606, 2.672)
H (-1.272, 1.548, 3.397)

The expectation value of S² is 0.7552. The multiplicity is 2. The value obtained for the molar mass is 310.3 g mol⁻¹. The value obtained for the energy is -31318.896 eV. The calculation puts the orbital gap (alpha / beta) at 9.690 / 2.605 eV. The charge is +1. The energy above the lowest of the compared OMol25 structures with the same formula, charge and spin is 0.0 kJ/mol.